This record from the Open Molecules 2025 dataset describes a 2-piece molecular cluster, C5H13NO2 overall at a distorted geometry. The level of theory is the ωB97M-V functional and the def2-TZVPD basis.

Structure (SMILES)   C=C(N)CCCO.O
Relative energy (zero: lowest compared OMol25 entry of this formula, charge and spin)   356.8 kJ/mol
LUMO   0.021 Eh
Max |F|   7.71 eV Å⁻¹
Kohn-Sham gap   0.3284 Eh

Last column: Mulliken charge in e.
CARTESIAN COORDINATES (ANGSTROEM)
C -0.71 1.60 1.05  -0.795
C 0.24 1.52 0.06  0.398
N 1.30 2.49 -0.05  -0.436
C -0.06 0.61 -1.20  -0.405
C 1.10 -0.41 -1.14  -0.842
C 1.00 -1.40 -0.06  -0.353
O -0.02 -2.28 -0.47  -0.540
H -1.69 1.19 0.80  0.223
H -0.40 2.04 2.10  0.202
H 2.14 2.07 -0.41  0.202
H 1.42 3.14 0.59  0.200
H -0.92 -0.23 -1.03  0.147
H -0.35 1.21 -2.11  0.346
H 1.25 -0.80 -2.18  0.364
H 2.06 0.04 -1.05  0.422
H 0.70 -1.01 0.90  0.259
H 1.88 -2.04 0.23  0.287
H -0.74 -2.28 0.20  0.340
O -2.40 -1.49 1.31  -0.691
H -1.92 -1.59 2.25  0.356
H -2.69 -0.57 1.08  0.316

This record from the Open Molecules 2025 dataset describes a 8-piece molecular cluster, C37H94ClN6O17 overall at a distorted geometry. The level of theory is the ωB97M-V functional and the def2-TZVPD basis.

LUMO   0.077 Eh
Max |F|   3.61 eV Å⁻¹
Kohn-Sham gap   0.2711 Eh
Charge   -1

Last column: Mulliken charge in e.
CARTESIAN COORDINATES (ANGSTROEM)
Cl 1.22 0.42 0.82  1.579
O -0.17 0.26 0.66  -0.640
O 1.79 0.64 -0.51  -0.633
O 1.38 1.64 1.63  -0.666
O 1.83 -0.67 1.51  -0.640
C -10.27 -6.36 -4.58  -0.725
O -9.58 -5.27 -3.98  -0.281
C -9.43 -4.14 -4.82  -0.620
C -8.70 -2.97 -4.06  -0.571
N -9.55 -2.67 -2.89  -0.362
C -9.10 -1.53 -2.12  -0.844
C -7.79 -1.89 -1.30  -0.427
O -7.94 -2.89 -0.30  -0.323
C -6.97 -2.89 0.74  -0.747
H -10.34 -7.17 -3.86  0.233
H -9.69 -6.60 -5.47  0.292
H -11.33 -6.18 -4.79  0.290
H -10.41 -3.86 -5.20  0.367
H -8.80 -4.48 -5.64  0.432
H -8.66 -2.03 -4.59  0.384
H -7.68 -3.27 -3.84  0.257
H -9.43 -3.44 -2.25  0.273
H -9.93 -1.38 -1.43  0.345
H -8.91 -0.63 -2.69  0.403
H -7.61 -0.95 -0.78  0.434
H -6.91 -2.11 -1.89  0.338
H -5.93 -2.88 0.45  0.304
H -7.19 -3.79 1.32  0.240
H -7.25 -2.04 1.37  0.309
C -1.27 1.77 14.99  -0.757
O -2.35 0.89 14.71  -0.307
C -3.64 1.50 14.72  -0.594
C -4.52 0.76 13.69  -0.693
N -4.03 0.78 12.34  -0.362
C -4.57 -0.33 11.58  -0.714
C -3.85 -0.41 10.15  -0.620
O -2.43 -0.55 10.16  -0.299
C -1.93 -0.48 8.89  -0.736
H -1.26 2.08 16.03  0.311
H -1.25 2.70 14.42  0.327
H -0.36 1.22 14.75  0.246
H -3.61 2.53 14.36  0.366
H -4.05 1.38 15.72  0.393
H -5.50 1.24 13.72  0.340
H -4.72 -0.26 14.03  0.408
H -3.05 0.57 12.39  0.264
H -5.65 -0.25 11.45  0.403
H -4.40 -1.30 12.04  0.385
H -4.20 0.44 9.57  0.356
H -4.27 -1.30 9.68  0.428
H -0.88 -0.73 9.07  0.245
H -1.84 0.48 8.37  0.312
H -2.42 -1.18 8.22  0.301
C -2.37 -12.78 4.08  -0.750
O -1.66 -12.44 2.89  -0.264
C -0.77 -13.40 2.37  -0.639
C 0.15 -12.94 1.29  -0.484
N -0.61 -12.65 0.00  -0.449
C 0.05 -11.84 -1.04  -0.826
C 0.21 -10.38 -0.62  -0.405
O -0.94 -9.68 -0.18  -0.324
C -0.75 -8.24 0.00  -0.740
H -3.12 -12.01 4.28  0.236
H -1.65 -12.71 4.90  0.302
H -2.96 -13.70 3.97  0.295
H -1.31 -14.32 2.14  0.349
H -0.11 -13.79 3.15  0.409
H 0.85 -13.73 1.00  0.340
H 0.82 -12.12 1.56  0.315
H -1.43 -12.14 0.27  0.306
H -0.54 -12.00 -1.94  0.374
H 1.04 -12.27 -1.22  0.347
H 0.57 -9.89 -1.52  0.430
H 1.04 -10.36 0.08  0.305
H 0.01 -7.98 0.73  0.309
H -1.71 -7.79 0.25  0.255
H -0.46 -7.74 -0.93  0.307
C 1.21 7.33 1.22  -0.756
O 1.61 7.02 -0.11  -0.289
C 0.55 7.20 -1.08  -0.582
C 1.06 7.18 -2.52  -0.622
N 1.70 5.91 -2.92  -0.235
C 2.32 6.06 -4.20  -0.735
C 2.91 4.72 -4.57  -0.542
O 3.98 4.37 -3.72  -0.296
C 4.76 3.26 -4.30  -0.787
H 1.05 8.40 1.34  0.301
H 2.05 7.02 1.84  0.249
H 0.31 6.81 1.56  0.303
H 0.02 8.13 -0.90  0.394
H -0.14 6.38 -0.87  0.324
H 1.70 8.05 -2.63  0.319
H 0.20 7.25 -3.18  0.374
H 0.98 5.27 -3.23  0.226
H 3.06 6.86 -4.19  0.436
H 1.62 6.33 -5.00  0.325
H 3.31 4.85 -5.58  0.395
H 2.18 3.91 -4.62  0.307
H 5.54 2.83 -3.68  0.276
H 5.27 3.66 -5.18  0.322
H 4.19 2.39 -4.62  0.296
C -0.16 9.87 -8.75  -0.770
O -0.49 8.70 -9.48  -0.275
C 0.58 8.03 -10.10  -0.581
C 0.02 6.79 -10.83  -0.705
N -0.21 5.66 -9.94  -0.361
C -1.56 5.67 -9.43  -0.511
C -1.97 4.46 -8.52  -0.667
O -1.71 4.79 -7.13  -0.255
C -1.78 3.69 -6.26  -0.791
H 0.51 10.52 -9.31  0.301
H 0.39 9.56 -7.86  0.303
H -0.97 10.54 -8.46  0.254
H 1.36 7.83 -9.37  0.349
H 1.08 8.68 -10.81  0.409
H 0.83 6.55 -11.51  0.448
H -0.84 7.00 -11.46  0.334
H 0.03 4.82 -10.46  0.244
H -2.20 5.63 -10.32  0.351
H -1.78 6.57 -8.87  0.290
H -1.52 3.50 -8.78  0.376
H -3.03 4.26 -8.65  0.368
H -1.74 4.05 -5.23  0.236
H -1.06 2.89 -6.39  0.316
H -2.73 3.16 -6.35  0.336
C 7.45 2.44 3.80  -0.783
O 7.81 2.41 2.37  -0.289
C 8.60 1.23 2.02  -0.711
C 9.13 1.33 0.55  -0.719
N 9.55 2.64 0.06  -0.318
C 10.64 3.07 0.94  -0.590
C 11.33 4.35 0.57  -0.638
O 10.28 5.29 0.76  -0.259
C 10.78 6.64 0.84  -0.843
H 8.29 2.29 4.47  0.318
H 6.81 1.61 4.10  0.319
H 6.93 3.36 4.07  0.267
H 7.98 0.34 2.15  0.482
H 9.52 1.20 2.60  0.361
H 8.27 1.04 -0.06  0.420
H 9.84 0.51 0.48  0.373
H 10.01 2.43 -0.81  0.252
H 11.42 2.32 0.87  0.490
H 10.40 3.07 2.01  0.292
H 11.70 4.31 -0.45  0.342
H 12.16 4.48 1.27  0.344
H 11.20 6.98 -0.11  0.305
H 11.39 6.89 1.70  0.318
H 9.89 7.26 0.99  0.265
C 4.89 -4.37 -3.52  -0.446
O 6.19 -4.87 -3.39  -0.505
H 4.21 -5.20 -3.72  0.211
H 4.62 -3.70 -2.71  0.228
H 4.89 -3.80 -4.45  0.222
H 6.39 -5.48 -4.09  0.290

This record from the Open Molecules 2025 dataset describes a 2-piece molecular cluster, C6H12O overall at a distorted geometry. The level of theory is the ωB97M-V functional and the def2-TZVPD basis.

Structure (SMILES)   C=C/C(C)=C/C.O
Relative energy (zero: lowest compared OMol25 entry of this formula, charge and spin)   268.6 kJ/mol
LUMO   0.027 Eh
Max |F|   3.68 eV Å⁻¹
Kohn-Sham gap   0.3280 Eh

Last column: Mulliken charge in e.
CARTESIAN COORDINATES (ANGSTROEM)
C -2.69 0.40 1.61  -0.725
C -1.86 -0.69 1.61  -0.307
C -0.67 -0.74 0.72  0.935
C 0.50 -1.46 1.26  -1.442
C -0.62 0.09 -0.38  -0.111
C 0.53 -0.23 -1.37  -1.111
H -2.82 1.17 0.85  0.237
H -3.51 0.36 2.42  0.207
H -2.03 -1.66 2.27  0.251
H 1.41 -0.94 0.94  0.353
H 0.54 -2.48 0.80  0.324
H 0.34 -1.57 2.37  0.388
H -1.41 0.90 -0.52  0.133
H 1.49 0.39 -1.07  0.221
H 0.28 -0.14 -2.42  0.379
H 0.88 -1.27 -1.14  0.275
O 3.62 2.63 -2.65  -0.645
H 3.03 2.85 -1.92  0.312
H 3.00 2.37 -3.39  0.326

This record from the Open Molecules 2025 dataset describes a 10-piece molecular cluster, C12H44O10 overall at a distorted geometry. The level of theory is the ωB97M-V functional and the def2-TZVPD basis.

Structure (SMILES)   CCO.CCO.CCO.CCO.CCO.CCO.O.O.O.O
Relative energy (zero: lowest compared OMol25 entry of this formula, charge and spin)   233.9 kJ/mol
LUMO   0.011 Eh
Max |F|   1.47 eV Å⁻¹
Kohn-Sham gap   0.3602 Eh

Last column: Mulliken charge in e.
CARTESIAN COORDINATES (ANGSTROEM)
C 2.68 23.38 12.24  -1.311
C 2.56 22.51 11.00  0.582
O 3.44 23.01 9.97  -0.298
H 1.84 23.10 12.89  0.456
H 2.56 24.43 11.96  0.327
H 3.59 23.18 12.80  0.142
H 1.53 22.59 10.65  0.123
H 2.84 21.49 11.27  -0.030
H 3.21 22.57 9.15  0.166
C 1.58 18.81 12.72  -0.673
C 2.51 18.81 13.93  -0.100
O 1.96 18.09 15.04  -0.566
H 2.13 19.14 11.83  0.037
H 0.71 19.46 12.84  0.311
H 1.22 17.80 12.50  0.375
H 2.77 19.83 14.25  0.006
H 3.42 18.30 13.63  0.326
H 1.26 18.62 15.42  0.320
C -0.60 20.42 9.60  -0.189
C -2.05 20.25 9.33  -0.459
O -2.21 19.09 8.53  -0.534
H -0.35 21.37 10.08  0.280
H 0.03 20.36 8.71  -0.142
H -0.26 19.64 10.28  0.164
H -2.49 21.12 8.82  0.314
H -2.58 20.13 10.28  0.303
H -3.14 18.96 8.34  0.303
C 1.37 25.08 7.56  -0.706
C 2.18 26.31 7.89  0.114
O 1.32 27.23 8.56  -0.549
H 0.75 25.24 6.67  0.421
H 0.69 24.89 8.39  0.248
H 2.01 24.20 7.49  -0.040
H 2.58 26.76 6.97  0.319
H 3.05 26.08 8.51  -0.057
H 1.77 28.08 8.66  0.294
C 2.70 19.88 5.65  -1.375
C 2.16 20.35 6.98  -0.365
O 3.05 21.26 7.65  -0.412
H 3.71 19.49 5.77  0.310
H 2.68 20.68 4.91  0.356
H 2.09 19.07 5.25  0.395
H 1.95 19.50 7.64  0.395
H 1.22 20.90 6.89  0.376
H 3.31 21.95 7.04  0.226
C 5.36 20.93 15.97  -1.319
C 5.01 21.46 14.59  0.352
O 5.98 22.40 14.20  -0.561
H 4.74 20.07 16.24  0.334
H 5.34 21.71 16.74  0.336
H 6.37 20.51 15.95  0.330
H 3.99 21.88 14.60  0.110
H 4.93 20.60 13.91  0.155
H 5.79 22.66 13.28  0.369
O 5.93 22.93 11.45  -0.732
H 6.36 23.76 11.65  0.268
H 5.09 23.18 11.04  0.295
O 3.65 19.06 9.60  -0.660
H 3.65 19.53 8.77  0.352
H 4.22 19.59 10.17  0.290
O 5.41 25.29 9.56  -0.638
H 5.81 25.76 10.29  0.286
H 4.52 25.06 9.86  0.247
O 2.85 24.35 15.50  -0.601
H 2.39 23.82 16.15  0.304
H 2.17 24.93 15.13  0.299

This record from the Open Molecules 2025 dataset describes the molecule Cl4NOP at a distorted geometry. The level of theory is the ωB97M-V functional and the def2-TZVPD basis.

Relative energy (zero: lowest compared OMol25 entry of this formula, charge and spin)   367.8 kJ/mol
LUMO   -0.027 Eh
Max |F|   1.68 eV Å⁻¹
Kohn-Sham gap   0.3310 Eh

Last column: Mulliken charge in e.
CARTESIAN COORDINATES (ANGSTROEM)
N 0.16 -0.51 0.51  -0.147
O 2.03 1.17 -0.17  -0.496
P -1.54 -0.67 0.80  0.421
Cl 0.54 0.96 -0.42  0.491
Cl 1.04 -1.79 -0.32  0.012
Cl -1.86 1.11 1.60  -0.113
Cl -2.21 -0.27 -1.08  -0.168

This record from the Open Molecules 2025 dataset describes a 7-piece molecular cluster, H14O7 overall at a distorted geometry. The level of theory is the ωB97M-V functional and the def2-TZVPD basis.

Structure (SMILES)   O.O.O.O.O.O.O
Relative energy (zero: lowest compared OMol25 entry of this formula, charge and spin)   174.8 kJ/mol
LUMO   -0.002 Eh
Max |F|   3.30 eV Å⁻¹
Kohn-Sham gap   0.3781 Eh

Last column: Mulliken charge in e.
CARTESIAN COORDINATES (ANGSTROEM)
O -0.15 2.41 0.22  -0.677
H 0.27 3.08 -0.29  0.285
H -0.31 1.76 -0.44  0.375
O -0.61 -1.85 2.42  -0.615
H -0.77 -1.76 1.49  0.315
H -1.40 -2.34 2.77  0.312
O 2.01 -2.60 -0.49  -0.553
H 2.95 -2.61 -0.54  0.287
H 1.87 -3.23 -1.14  0.275
O -2.84 0.56 0.47  -0.633
H -1.96 0.10 0.31  0.404
H -2.99 1.17 -0.29  0.291
O -0.29 1.20 -2.46  -0.657
H 0.67 1.28 -2.30  0.349
H -0.55 2.06 -2.80  0.292
O 1.75 0.68 1.32  -0.659
H 1.18 1.39 1.16  0.370
H 1.69 0.49 2.25  0.323
O -0.48 -0.67 -0.31  -0.641
H -0.48 -0.48 -1.23  0.234
H 0.46 -0.64 -0.12  0.323

This record from the Open Molecules 2025 dataset describes a 2-piece molecular cluster, C2H9N3 overall at a distorted geometry. The level of theory is the ωB97M-V functional and the def2-TZVPD basis.

Structure (SMILES)   C=N.NCN
Relative energy (zero: lowest compared OMol25 entry of this formula, charge and spin)   341.9 kJ/mol
LUMO   0.022 Eh
Max |F|   5.09 eV Å⁻¹
Kohn-Sham gap   0.3444 Eh

Last column: Mulliken charge in e.
CARTESIAN COORDINATES (ANGSTROEM)
C 4.42 -0.28 -0.86  -0.150
N 3.97 -1.51 -1.00  -0.513
H 5.35 0.04 -0.37  0.228
H 3.99 0.64 -1.40  0.191
H 3.76 -1.69 -1.95  0.246
N -3.19 -0.32 -0.24  -0.454
C -2.14 0.53 0.38  -0.412
N -2.35 1.40 1.67  -0.564
H -3.45 -0.58 -1.26  0.178
H -3.85 -0.65 0.44  0.172
H -1.63 1.29 -0.29  0.293
H -1.29 -0.07 0.70  0.323
H -2.41 0.70 2.42  0.229
H -3.19 1.90 1.52  0.234

This record from the Open Molecules 2025 dataset describes C3H8BrP as an isolated structure at a distorted geometry. The level of theory is the ωB97M-V functional and the def2-TZVPD basis.

Relative energy (zero: lowest compared OMol25 entry of this formula, charge and spin)   196.8 kJ/mol
LUMO   0.024 Eh
Max |F|   5.78 eV Å⁻¹
Kohn-Sham gap   0.3438 Eh

Last column: Mulliken charge in e.
CARTESIAN COORDINATES (ANGSTROEM)
C 0.40 0.61 -1.40  -1.280
C 0.58 -1.17 0.82  -1.063
C 0.11 0.61 0.09  -0.177
P -1.62 0.97 0.52  -0.031
Br -2.50 -0.93 0.02  -0.164
H -0.17 -0.08 -1.94  0.408
H 0.28 1.65 -1.68  0.407
H 1.43 0.43 -1.55  0.339
H 0.01 -1.41 1.65  0.402
H 1.58 -0.71 0.94  0.356
H 0.51 -1.93 0.06  0.320
H 0.89 1.27 0.51  0.426
H -1.51 0.70 1.97  0.056

no.,molar mass (g mol⁻¹),HOMO level (eV),calculated total energy (a.u.)
1,119.2,-8.35,-403.44073
2,930.6,-5.27,-3533.26774
3,100.2,-8.18,-310.95697
4,348.5,-9.49,-1235.92130
5,202.8,-9.74,-2311.97218
6,126.1,-10.35,-535.05726
7,75.1,-8.77,-245.74143
8,155.0,-8.71,-3034.40827